Record 1
Below is a gas-phase ion, C7H7N2O (charge +1) at a distorted geometry, with properties calculated with ωB97M-V with the def2-TZVPD basis set.

Positions of all 17 atoms, in Å:
1 C -1.90 -0.16 -0.46
2 C -1.43 1.09 -0.38
3 C -1.10 -1.27 -0.26
4 C -0.08 1.31 -0.06
5 C 2.02 0.48 0.71
6 C 4.00 -0.12 -0.11
7 C 0.17 -1.01 0.18
8 N 0.81 0.19 0.17
9 N 3.11 -0.55 0.71
10 O 4.69 0.36 -0.87
11 H -2.90 -0.30 -0.90
12 H -2.10 1.85 -0.81
13 H -1.44 -2.25 -0.14
14 H 0.40 2.33 -0.04
15 H 2.22 1.48 0.86
16 H 0.90 -1.82 0.29
17 H 3.00 -1.39 1.31

Summary:
Charge ... +1
E_LUMO (spin up / spin down) ... -0.1627 / -0.1627 hartree
Molecular weight ... 135.146 g mol⁻¹
HOMO (spin up / spin down) ... -11.55 / -11.55 eV
ΔE to the lowest compared entry with this formula, charge and spin ... 3.165 eV

natural (NBO) atomic charge list, values in e, 6 entries: number 1, C, carries -0.167; number 2, C, carries -0.219; number 3, C, carries -0.190; number 4, C, carries 0.035; number 5, C, carries -0.137; number 6, C, carries 0.955

***

Record 2
Below is a molecular structure, C7H7N2OS at a distorted geometry, with properties calculated with ωB97M-V with the def2-TZVPD basis set.

Positions of all 18 atoms, in Å:
1 C 2.14 -0.66 -0.59
2 C 1.79 -1.92 -0.12
3 C 1.20 0.35 -0.58
4 C 0.51 -2.19 0.30
5 C -0.11 0.13 -0.11
6 C -0.49 -1.20 0.29
7 C -1.02 1.23 0.06
8 N -2.35 1.08 0.00
9 N -0.54 2.42 0.42
10 O -1.66 -1.50 0.73
11 S -3.17 -0.30 -0.49
12 H 3.13 -0.47 -0.97
13 H 2.52 -2.72 -0.13
14 H 1.44 1.32 -0.99
15 H 0.22 -3.17 0.66
16 H -2.92 1.84 0.38
17 H 0.45 2.55 0.56
18 H -1.14 3.21 0.58

Summary:
Charge ... +1
E_LUMO (spin up / spin down) ... -0.2227 / -0.2440 hartree
Molecular weight ... 167.213 g mol⁻¹
HOMO (spin up / spin down) ... -12.94 / -12.57 eV
ΔE to the lowest compared entry with this formula, charge and spin ... 2.393 eV

natural (NBO) atomic charge list, values in e, 6 entries: number 1, C, carries -0.195; number 2, C, carries -0.134; number 3, C, carries -0.126; number 4, C, carries -0.205; number 5, C, carries -0.242; number 6, C, carries 0.359

***

Record 3
Below is C7H7N3O in the gas phase at a distorted geometry, with properties calculated with ωB97M-V with the def2-TZVPD basis set.

Positions of all 18 atoms, in Å:
1 C 0.10 1.12 -0.73
2 C 1.41 0.73 0.01
3 C -0.91 0.21 -0.89
4 C 1.51 -0.82 -0.22
5 C -0.81 -1.14 -0.29
6 C -1.87 -1.75 0.29
7 C 0.25 0.43 2.03
8 N 0.49 -1.57 -0.35
9 N -0.49 -0.40 2.36
10 N 1.29 0.97 1.47
11 O -1.47 -1.03 2.73
12 H -0.11 2.10 -1.10
13 H 2.24 1.25 -0.52
14 H -1.62 0.68 -1.58
15 H 2.51 -1.22 -0.24
16 H -1.93 -2.76 0.70
17 H -2.86 -1.13 0.19
18 H 2.09 1.19 2.09

Summary:
E_LUMO ... 0.0061 hartree
Molecular weight ... 149.153 g mol⁻¹
HOMO ... -8.33 eV
ΔE to the lowest compared entry with this formula, charge and spin ... 6.802 eV

natural (NBO) atomic charge list, values in e, 6 entries: number 1, C, carries -0.227; number 2, C, carries -0.162; number 3, C, carries -0.197; number 4, C, carries 0.124; number 5, C, carries 0.011; number 6, C, carries -0.297

***

Record 4
Below is a molecular structure, C7H7N3O at a distorted geometry, with properties calculated with ωB97M-V with the def2-TZVPD basis set.

Positions of all 18 atoms, in Å:
1 C 0.23 -2.61 0.96
2 C 0.37 -1.20 0.42
3 C -0.66 -0.55 -0.15
4 C -1.06 1.71 -0.88
5 C -0.49 2.96 -1.23
6 C 1.40 2.15 0.00
7 C 0.82 0.81 0.51
8 H -0.56 -4.30 -0.40
9 H 1.36 -3.20 1.01
10 H -0.03 -2.55 2.09
11 H -1.69 -1.00 -0.36
12 H -1.96 1.36 -1.18
13 H -1.01 3.87 -1.67
14 H 2.27 2.27 0.55
15 N -0.35 0.72 -0.11
16 N 0.80 3.13 -0.57
17 N 1.35 -0.36 0.90
18 O -0.81 -3.20 0.10

Summary:
E_LUMO ... 0.0112 hartree
Molecular weight ... 149.153 g mol⁻¹
HOMO ... -8.77 eV
ΔE to the lowest compared entry with this formula, charge and spin ... 5.509 eV

natural (NBO) atomic charge list, values in e, 6 entries: number 1, C, carries -0.077; number 2, C, carries 0.075; number 3, C, carries -0.097; number 4, C, carries -0.004; number 5, C, carries -0.058; number 6, C, carries 0.097

***

Record 5
Below is C7H7N3S2 in the gas phase at a distorted geometry, with properties calculated with ωB97M-V with the def2-TZVPD basis set.

Positions of all 19 atoms, in Å:
1 C -0.26 -0.21 2.68
2 C -1.86 0.47 -1.06
3 C 1.02 0.09 2.29
4 C -2.34 0.31 -2.30
5 C -0.27 -0.12 0.56
6 C -0.26 -1.04 -1.82
7 C 2.11 0.47 0.08
8 N -1.06 -0.34 1.59
9 N -0.70 -0.24 -0.78
10 N 1.01 0.14 0.93
11 S -1.33 -0.79 -3.20
12 S 0.98 -2.13 -2.03
13 H -0.66 -0.35 3.66
14 H -2.28 1.06 -0.27
15 H 1.91 0.25 2.86
16 H -3.20 0.75 -2.75
17 H 2.75 1.20 0.58
18 H 2.70 -0.42 -0.16
19 H 1.74 0.90 -0.86

Summary:
E_LUMO ... 0.0161 hartree
Molecular weight ... 197.288 g mol⁻¹
HOMO ... -7.99 eV
ΔE to the lowest compared entry with this formula, charge and spin ... 0.000 eV
SMILES string ... Cn1ccnc1-n1ccsc1=S

natural (NBO) atomic charge list, values in e, 6 entries: number 1, C, carries -0.082; number 2, C, carries -0.016; number 3, C, carries -0.094; number 4, C, carries -0.441; number 5, C, carries 0.473; number 6, C, carries -0.106

***

Record 6
Below is a gas-phase ion, C7H7N4 (charge +1) at a distorted geometry, with properties calculated with ωB97M-V with the def2-TZVPD basis set.

Positions of all 18 atoms, in Å:
1 C 0.93 2.89 1.18
2 C 2.81 1.72 1.86
3 C -1.17 0.10 -0.29
4 C 0.28 1.70 0.71
5 C 1.18 0.69 0.89
6 C -0.75 -2.47 -1.85
7 C -0.36 -2.13 -0.64
8 N 2.17 2.79 1.67
9 N 2.26 0.55 1.37
10 N -0.91 1.39 0.08
11 N -0.35 -0.86 -0.18
12 H 0.44 3.86 1.31
13 H 3.74 1.50 2.36
14 H -2.21 0.18 -0.74
15 H -0.70 -3.59 -2.13
16 H -1.17 -1.76 -2.69
17 H -0.14 -2.94 0.15
18 H -1.59 2.03 -0.17

Summary:
Charge ... +1
E_LUMO ... -0.2015 hartree
Molecular weight ... 147.161 g mol⁻¹
HOMO ... -12.99 eV
ΔE to the lowest compared entry with this formula, charge and spin ... 4.687 eV
SMILES string ... C=C/N=C/NC1=C=[N+]=CN=C1

natural (NBO) atomic charge list, values in e, 6 entries: number 1, C, carries 0.077; number 2, C, carries 0.271; number 3, C, carries 0.327; number 4, C, carries 0.012; number 5, C, carries 0.598; number 6, C, carries -0.363

***

Record 7
Below is 2 unconnected molecules or ions with the total composition C7H7N7O at a distorted geometry, with properties calculated with ωB97M-V with the def2-TZVPD basis set.

Positions of all 22 atoms, in Å:
1 C 1.31 0.46 3.01
2 C -3.26 0.80 -1.94
3 C 1.90 -0.06 1.87
4 C -2.18 1.49 -2.41
5 C 1.59 -2.49 -0.48
6 C 1.07 -1.43 0.11
7 C 1.14 1.23 -1.01
8 N 0.05 0.15 3.11
9 N -2.90 0.10 -0.84
10 N -0.21 -0.64 2.02
11 N -1.67 0.35 -0.58
12 N 0.96 -0.85 1.25
13 N -1.20 1.15 -1.54
14 N 0.07 1.63 -1.46
15 O 2.23 1.09 -0.78
16 H 1.84 1.03 3.73
17 H -4.16 0.56 -2.46
18 H 2.92 -0.04 1.54
19 H -2.02 2.05 -3.28
20 H 2.01 -3.42 0.02
21 H 1.69 -2.48 -1.56
22 H -1.17 -0.70 1.68

Summary:
E_LUMO (spin up / spin down) ... 0.0160 / 0.0161 hartree
Molecular weight ... 205.181 g mol⁻¹
HOMO (spin up / spin down) ... -6.95 / -6.95 eV
ΔE to the lowest compared entry with this formula, charge and spin ... 0.028 eV

natural (NBO) atomic charge list, values in e, 6 entries: number 1, C, carries -0.049; number 2, C, carries -0.121; number 3, C, carries -0.181; number 4, C, carries -0.080; number 5, C, carries -0.429; number 6, C, carries -0.011

***

Record 8
Below is C7H7NO in the gas phase at a distorted geometry, with properties calculated with ωB97M-V with the def2-TZVPD basis set.

Positions of all 16 atoms, in Å:
1 C 1.29 -0.77 0.36
2 C 1.60 0.56 -0.26
3 C 0.36 1.38 -0.06
4 C -1.09 1.03 -0.37
5 C -1.56 -0.29 -0.84
6 C -1.11 -1.25 -0.04
7 C -0.15 -0.71 0.96
8 H 2.02 -1.45 0.82
9 H 2.61 1.03 -0.27
10 H 0.55 2.41 0.19
11 H -1.75 1.87 -0.41
12 H -2.10 -0.47 -1.76
13 H -1.32 -2.30 -0.20
14 H -0.26 -1.18 1.96
15 N -0.48 0.76 0.98
16 O 1.41 -0.61 -1.06

Summary:
E_LUMO ... 0.0400 hartree
Molecular weight ... 121.139 g mol⁻¹
HOMO ... -8.61 eV
ΔE to the lowest compared entry with this formula, charge and spin ... 2.786 eV
SMILES string ... C1=C[C@H]2[C@H]3O[C@H]3[C@H]3[C@@H]1N32

natural (NBO) atomic charge list, values in e, 6 entries: number 1, C, carries 0.052; number 2, C, carries 0.040; number 3, C, carries -0.117; number 4, C, carries -0.105; number 5, C, carries -0.199; number 6, C, carries -0.178

***

Record 9
Below is C7H7NO in the gas phase at a distorted geometry, with properties calculated with ωB97M-V with the def2-TZVPD basis set.

Positions of all 16 atoms, in Å:
1 C -1.03 0.37 2.05
2 C -1.54 0.13 0.77
3 C 0.33 0.31 1.95
4 C -0.49 0.00 -0.11
5 C 1.94 0.17 0.10
6 C -0.75 -0.18 -1.48
7 C 0.00 -0.76 -2.42
8 N 0.73 0.17 0.68
9 O 3.02 0.48 0.54
10 H -1.46 0.41 3.12
11 H -2.57 0.05 0.41
12 H 0.93 0.75 2.77
13 H -1.66 0.33 -1.67
14 H 1.87 -0.24 -0.89
15 H 0.89 -1.34 -2.28
16 H -0.21 -0.65 -3.56

Summary:
E_LUMO ... 0.0047 hartree
Molecular weight ... 121.139 g mol⁻¹
HOMO ... -8.41 eV
ΔE to the lowest compared entry with this formula, charge and spin ... 1.373 eV
SMILES string ... C=Cc1cccn1C=O

natural (NBO) atomic charge list, values in e, 6 entries: number 1, C, carries -0.278; number 2, C, carries -0.227; number 3, C, carries -0.030; number 4, C, carries 0.084; number 5, C, carries 0.561; number 6, C, carries -0.234

***

Record 10
Below is 2 unconnected molecules or ions with the total composition C7H7NO2 at a distorted geometry, with properties calculated with ωB97M-V with the def2-TZVPD basis set.

Positions of all 17 atoms, in Å:
1 C 1.02 -2.92 0.81
2 C -1.33 -3.71 1.01
3 C -0.15 -3.31 1.04
4 C -0.62 -0.39 -0.83
5 C 0.10 1.88 0.18
6 C 0.19 0.87 1.35
7 C 0.41 0.42 -0.07
8 N 2.11 -2.41 0.88
9 O -2.38 -4.12 1.30
10 O -1.76 -0.48 -0.53
11 H -0.27 -0.74 -1.79
12 H -0.97 2.23 0.05
13 H 1.00 2.51 -0.20
14 H 0.92 0.76 2.14
15 H -0.86 0.50 1.71
16 H 1.33 0.25 -0.44
17 H 2.97 -2.18 0.46

Summary:
E_LUMO ... 0.0109 hartree
Molecular weight ... 137.138 g mol⁻¹
HOMO ... -9.42 eV
ΔE to the lowest compared entry with this formula, charge and spin ... 4.536 eV
SMILES string ... N=C=C=C=O.O=CC1CC1

natural (NBO) atomic charge list, values in e, 6 entries: number 1, C, carries 0.559; number 2, C, carries 0.741; number 3, C, carries -0.610; number 4, C, carries 0.451; number 5, C, carries -0.400; number 6, C, carries -0.410

***

Record 11
Below is C7H7NO2S in the gas phase at a distorted geometry, with properties calculated with ωB97M-V with the def2-TZVPD basis set.

Positions of all 18 atoms, in Å:
1 C -0.54 1.83 0.18
2 C -0.59 1.30 -1.05
3 C -0.74 0.96 1.36
4 C -0.83 -0.17 -1.06
5 C -0.49 -0.48 1.35
6 C 0.05 -0.97 -0.06
7 C 1.04 -1.80 -0.37
8 N -1.93 0.09 1.43
9 O -3.29 0.58 -0.78
10 O -3.09 -1.67 0.11
11 S -2.53 -0.39 -0.11
12 H -0.19 2.81 0.25
13 H -0.44 1.83 -1.95
14 H -0.61 1.38 2.41
15 H -0.95 -0.57 -2.06
16 H -0.17 -0.77 2.40
17 H 1.39 -1.96 -1.37
18 H 1.58 -2.62 0.26

Summary:
E_LUMO ... 0.0168 hartree
Molecular weight ... 169.205 g mol⁻¹
HOMO ... -9.69 eV
ΔE to the lowest compared entry with this formula, charge and spin ... 2.420 eV
SMILES string ... C=C1[C@H]2[C@H]3C=C[C@@H]1S(=O)(=O)N32

natural (NBO) atomic charge list, values in e, 6 entries: number 1, C, carries -0.200; number 2, C, carries -0.166; number 3, C, carries -0.112; number 4, C, carries -0.486; number 5, C, carries -0.114; number 6, C, carries -0.017

***

Record 12
Below is a molecular structure, C7H7NO3 at a distorted geometry, with properties calculated with ωB97M-V with the def2-TZVPD basis set.

Positions of all 18 atoms, in Å:
1 C 1.53 -1.60 -0.18
2 C 0.63 -2.79 -0.12
3 C 0.06 -0.38 0.17
4 C -0.32 -2.42 1.00
5 C -0.63 1.39 -1.48
6 C -0.35 1.94 1.00
7 C 0.12 1.02 -0.22
8 N -0.73 -1.10 0.90
9 O 2.63 -1.28 -0.15
10 O 0.65 -3.79 -0.79
11 O -0.61 -3.20 1.88
12 H -1.30 0.64 -1.96
13 H -0.01 1.77 -2.35
14 H -1.22 2.33 -1.17
15 H -1.50 1.95 0.98
16 H 0.09 2.89 0.87
17 H -0.29 1.44 1.93
18 H 1.24 1.20 -0.30

Summary:
E_LUMO ... -0.0450 hartree
Molecular weight ... 153.137 g mol⁻¹
HOMO ... -8.81 eV
ΔE to the lowest compared entry with this formula, charge and spin ... 4.259 eV

natural (NBO) atomic charge list, values in e, 6 entries: number 1, C, carries 0.514; number 2, C, carries 0.354; number 3, C, carries 0.343; number 4, C, carries 0.566; number 5, C, carries -0.616; number 6, C, carries -0.592

***

Record 13
Below is C7H7NOS in the gas phase at a distorted geometry, with properties calculated with ωB97M-V with the def2-TZVPD basis set.

Positions of all 17 atoms, in Å:
1 C -0.73 1.86 -0.12
2 C -0.34 1.10 -1.17
3 C -0.92 1.15 1.14
4 C 0.15 -0.23 -1.02
5 C -0.85 -0.23 1.19
6 C -0.35 -1.05 0.08
7 C -0.47 -2.39 -0.02
8 N 3.23 -0.87 0.08
9 O 2.11 1.45 0.35
10 S 2.18 0.12 -0.20
11 H -1.00 2.97 -0.31
12 H -0.21 1.64 -2.22
13 H -1.22 1.85 1.88
14 H 0.54 -0.87 -1.77
15 H -1.21 -0.78 2.16
16 H -0.68 -2.94 0.88
17 H -0.23 -2.76 -0.95

Summary:
E_LUMO (spin up / spin down) ... -0.0637 / -0.0638 hartree
Molecular weight ... 153.206 g mol⁻¹
HOMO (spin up / spin down) ... -8.51 / -8.50 eV
ΔE to the lowest compared entry with this formula, charge and spin ... 4.421 eV
SMILES string ... C=C1C=CC=C[C@H]1S(#N)=O

natural (NBO) atomic charge list, values in e, 6 entries: number 1, C, carries -0.119; number 2, C, carries -0.255; number 3, C, carries -0.219; number 4, C, carries -0.234; number 5, C, carries -0.175; number 6, C, carries -0.116